No. 1
C5H20AlN10O5 as an isolated structure. Source: the OMol25 dataset; level of theory: the ωB97M-V functional and the def2-TZVPD basis.

Output
Total charge: +3

The geometry in XYZ format:
```
41
C5H20AlN10O5 the ωB97M-V functional and the def2-TZVPD basis
Al 0.952 0.037 0.454
C -1.660 0.655 1.550
O -0.462 0.369 1.484
N -2.444 0.355 2.480
N -2.202 1.370 0.642
H -3.389 0.672 2.318
H -2.056 0.051 3.362
H -3.168 1.644 0.752
H -1.608 1.577 -0.147
C 0.606 -1.153 -2.154
O 0.734 -0.413 -1.214
N 1.557 -1.865 -2.599
N -0.505 -1.431 -2.751
H 2.459 -1.737 -2.163
H 1.488 -2.302 -3.507
H -0.563 -2.362 -3.138
H -1.232 -0.730 -2.761
C -1.200 -1.911 -0.071
O -0.551 -0.918 0.150
N -1.402 -2.792 0.817
N -1.631 -2.221 -1.226
H -1.975 -3.569 0.521
H -1.125 -2.652 1.778
H -1.536 -1.501 -1.928
H -2.071 -3.117 -1.379
C 1.600 1.602 -1.966
O 1.463 1.238 -0.804
N 1.309 2.713 -2.530
N 2.038 0.799 -2.876
H 1.651 2.839 -3.472
H 0.912 3.514 -2.061
H 2.220 -0.179 -2.699
H 1.801 1.158 -3.790
C 1.265 1.082 3.155
O 1.279 0.591 2.030
N 0.822 0.441 4.196
N 1.680 2.287 3.421
H 0.356 -0.454 4.144
H 0.866 0.836 5.124
H 1.865 2.721 4.314
H 1.858 2.758 2.545
```

Here are the Löwdin charges for atoms 1 to 5, given in e:
1 Al 0.2246
2 C -0.6527
3 O 0.0157
4 N 0.2725
5 N 0.2563

---

No. 2
C32H28Cl4N3O6PRe as an isolated structure. Source: the OMol25 dataset; level of theory: the ωB97M-V functional and the def2-TZVPD basis.

Output
Expectation value of S²: 3.788
Spin multiplicity: 4
Total charge: +2

The geometry in XYZ format:
```
75
C32H28Cl4N3O6PRe the ωB97M-V functional and the def2-TZVPD basis
Re 1.173 0.488 0.248
O -0.818 4.626 1.623
Cl -0.867 1.967 -0.604
O -1.935 2.552 -1.357
O -0.885 0.441 -0.208
O 0.530 1.933 -1.222
Cl -0.087 0.070 -3.565
C -0.744 -1.457 -3.058
C -1.865 -1.921 -3.722
C -2.399 -3.153 -3.377
C -1.801 -3.916 -2.386
C -0.677 -3.443 -1.730
C -0.131 -2.199 -2.045
P 1.372 -1.592 -1.188
C 1.851 -2.954 -0.091
C 3.012 -3.694 -0.294
C 3.358 -4.690 0.616
C 2.559 -4.943 1.718
C 1.397 -4.203 1.929
C 1.046 -3.210 1.034
C 2.685 -1.493 -2.415
C 2.671 -2.307 -3.543
C 3.710 -2.217 -4.456
C 4.749 -1.319 -4.250
C 4.762 -0.504 -3.126
C 3.729 -0.590 -2.207
H -2.308 -1.325 -4.508
H -3.275 -3.519 -3.896
H -2.201 -4.886 -2.127
H -0.212 -4.063 -0.975
H 3.639 -3.505 -1.154
H 4.255 -5.272 0.452
H 2.834 -5.721 2.417
H 0.767 -4.414 2.783
H 0.135 -2.635 1.174
H 1.856 -3.000 -3.712
H 3.706 -2.847 -5.336
H 5.551 -1.251 -4.973
H 5.571 0.197 -2.974
H 3.731 0.032 -1.320
N 3.502 0.332 1.254
N 2.389 -0.451 1.681
H 4.387 -0.069 1.550
H 3.407 1.280 1.606
H 2.185 -0.512 2.680
H 2.540 -1.413 1.360
Cl -3.754 0.673 1.314
C -4.225 2.199 0.611
C -4.990 2.153 -0.543
C -5.384 3.324 -1.161
C -5.006 4.541 -0.614
C -4.251 4.575 0.540
Cl -3.832 6.120 1.212
C -3.836 3.402 1.204
N -3.169 3.524 2.416
C -2.298 2.605 3.063
C -2.826 1.826 4.084
C -2.026 0.965 4.810
C -0.657 0.889 4.538
C -0.110 1.655 3.537
C -0.918 2.524 2.765
C -0.299 3.404 1.767
C 1.137 3.339 1.239
O 1.595 4.300 0.695
O 1.713 2.150 1.325
H -5.276 1.189 -0.940
H -5.991 3.294 -2.054
H -5.307 5.472 -1.073
H -2.914 4.484 2.610
H -3.882 1.915 4.297
H -2.455 0.375 5.608
H -0.016 0.269 5.151
H 0.963 1.658 3.413
H -0.200 5.169 1.088
H -0.642 2.778 0.792
```

Here are the Löwdin charges for atoms 1 to 5, given in e:
1 Re 1.4014
2 O 0.0287
3 Cl 0.9303
4 O -0.2790
5 O -0.5612

---

No. 3
C40H35AsF5N5O2PtSTe as an isolated structure. Source: the OMol25 dataset; level of theory: the ωB97M-V functional and the def2-TZVPD basis.

Output
Expectation value of S²: 6.071
Spin multiplicity: 5
Total charge: +2

The geometry in XYZ format:
```
91
C40H35AsF5N5O2PtSTe the ωB97M-V functional and the def2-TZVPD basis
Pt 0.647 1.047 0.289
C -2.302 3.128 -2.448
C -1.702 2.565 -1.309
N -0.403 2.396 -1.217
C 0.400 2.753 -2.251
C -0.122 3.243 -3.456
C -1.520 3.447 -3.522
C 0.766 3.482 -4.535
C 2.100 3.204 -4.402
C 2.631 2.759 -3.179
C 1.808 2.592 -2.079
N 2.177 2.252 -0.796
C 3.329 2.535 -0.174
C 4.398 3.302 -0.669
C 5.538 3.510 0.103
C 5.635 3.008 1.381
C 4.552 2.293 1.958
C 4.556 1.806 3.279
C 3.453 1.152 3.760
C 2.349 0.983 2.919
N 2.334 1.427 1.679
C 3.408 2.067 1.184
H -3.372 3.277 -2.465
H -2.293 2.229 -0.468
H -1.956 3.850 -4.428
H 0.372 3.867 -5.467
H 2.766 3.337 -5.244
H 3.680 2.511 -3.115
H 4.331 3.769 -1.638
H 6.353 4.088 -0.310
H 6.526 3.179 1.972
H 5.433 1.949 3.898
H 3.426 0.751 4.762
H 1.471 0.445 3.252
F 4.278 -3.063 1.069
Te 2.774 -2.000 0.922
F 2.664 -2.127 2.779
F 3.136 -1.832 -0.895
F 3.982 -0.587 1.135
F 1.920 -3.610 0.564
O 1.208 -1.068 0.880
S -0.521 2.576 1.947
C -1.187 1.479 3.124
N -1.973 0.477 2.777
C -2.723 -0.265 3.789
C -1.831 -0.478 5.000
C -1.391 0.877 5.528
N -0.955 1.724 4.408
H -1.963 0.200 1.800
H -3.059 -1.203 3.360
H -3.605 0.320 4.062
H -0.963 -1.072 4.706
H -2.364 -1.021 5.779
H -0.549 0.771 6.210
H -2.198 1.378 6.064
H -0.449 2.572 4.613
O -1.182 -0.027 -0.058
As -1.391 -1.579 -0.755
C -1.777 -2.874 0.592
C -1.170 -4.117 0.697
C -1.590 -4.996 1.687
C -2.618 -4.645 2.548
C -3.247 -3.413 2.419
C -2.829 -2.527 1.441
C -3.010 -1.370 -1.764
C -4.125 -2.176 -1.575
C -5.273 -1.941 -2.321
C -5.302 -0.912 -3.248
C -4.180 -0.115 -3.446
C -3.034 -0.342 -2.705
C -0.067 -1.999 -2.059
C 0.648 -0.963 -2.646
C 1.525 -1.233 -3.683
C 1.690 -2.538 -4.124
C 0.963 -3.568 -3.548
C 0.067 -3.302 -2.522
H -0.370 -4.407 0.037
H -1.108 -5.960 1.779
H -2.941 -5.337 3.314
H -4.080 -3.160 3.063
H -3.342 -1.580 1.301
H -4.101 -2.995 -0.867
H -6.144 -2.567 -2.176
H -6.198 -0.736 -3.829
H -4.202 0.675 -4.185
H -2.152 0.267 -2.870
H 0.507 0.057 -2.311
H 2.081 -0.427 -4.144
H 2.386 -2.752 -4.924
H 1.088 -4.584 -3.898
H -0.521 -4.108 -2.103
```

Here are the Löwdin charges for atoms 1 to 5, given in e:
1 Pt 1.2429
2 C -0.0164
3 C -0.1241
4 N -0.0217
5 C -0.1677

---

Sequential energy above the lowest of the compared OMol25 structures with the same formula, charge and spin output: 575.64; 285.66; 4.78 kJ/mol
Sequential largest force on an atom output: 0.1682; 0.0844; 0.0106 hartree/bohr